[1]
{"formula": "C5H10O2", "method": "ωB97M-V/def2-TZVPD", "mol_weight_g_mol": 102.13, "gap_ev": 10.5, "homo_energy_ev": -9.586, "lumo_energy_ev": 1.0, "species": ["C", "C", "C", "O", "C", "C", "O", "H", "H", "H", "H", "H", "H", "H", "H", "H", "H"], "positions_angstrom": [[-2.117, -0.768, -0.316], [-1.112, 0.363, -0.498], [0.017, 0.220, 0.523], [0.491, -1.150, 0.364], [1.250, 1.117, 0.263], [2.243, 0.054, -0.190], [3.102, -0.420, 0.519], [-2.893, -0.752, -1.083], [-1.585, -1.720, -0.365], [-2.599, -0.704, 0.666], [-0.662, 0.313, -1.498], [-1.604, 1.345, -0.431], [-0.371, 0.333, 1.543], [1.036, -1.443, 1.112], [1.618, 1.625, 1.162], [1.101, 1.858, -0.536], [2.084, -0.268, -1.235]], "mulliken_charge": [-1.20, -0.57, 0.25, -0.63, -0.77, 0.23, -0.53, 0.36, 0.30, 0.30, 0.31, 0.33, 0.36, 0.32, 0.31, 0.33, 0.30]}

[2]
{"formula": "C3H5O4Pt", "method": "ωB97M-V/def2-TZVPD", "mol_weight_g_mol": 300.15, "gap_ev": [8.2, 8.3], "homo_energy_ev": [-7.772, -10.607], "lumo_energy_ev": [0.5, -2.4], "spin_multiplicity": 4, "species": ["C", "O", "C", "O", "Pt", "H", "H", "H", "H", "H", "O", "C", "O"], "positions_angstrom": [[-3.006, -0.643, 1.026], [-1.784, -0.123, 0.551], [-1.321, -0.748, -0.612], [-0.716, 0.247, -1.378], [-0.172, 2.015, -0.984], [-3.297, -0.043, 1.894], [-3.795, -0.568, 0.260], [-2.891, -1.697, 1.328], [-2.156, -1.128, -1.225], [-0.613, -1.556, -0.362], [1.072, 1.024, -2.406], [0.421, -0.044, -2.327], [0.585, -1.180, -2.688]], "mulliken_charge": [-0.68, -0.31, -0.21, -0.38, 0.51, 0.24, 0.32, 0.30, 0.29, 0.32, -0.53, 0.63, -0.49]}

[3]
{"formula": "C3H6OS2", "method": "ωB97M-V/def2-TZVPD", "mol_weight_g_mol": 122.21, "gap_ev": [6.9, 4.8], "homo_energy_ev": [-3.342, -3.181], "total_charge": -1, "lumo_energy_ev": [3.5, 1.7], "spin_multiplicity": 2, "species": ["C", "C", "O", "C", "S", "S", "H", "H", "H", "H", "H", "H"], "positions_angstrom": [[-0.494, 0.822, -0.469], [-1.816, 0.197, -0.214], [-2.915, 0.790, 0.000], [0.404, 0.043, 0.435], [1.944, 1.083, 0.887], [2.052, -2.323, -0.093], [-0.021, 0.586, -1.532], [-0.416, 2.003, -0.327], [-1.741, -0.952, -0.095], [0.018, 0.019, 1.481], [0.230, -1.121, 0.156], [2.755, -1.147, -0.230]], "mulliken_charge": [-0.17, 0.08, -0.56, -0.65, -0.52, -0.30, 0.19, 0.23, 0.28, 0.20, 0.04, 0.17]}

[4]
{"formula": "C4H14NO", "method": "ωB97M-V/def2-TZVPD", "mol_weight_g_mol": 92.16, "gap_ev": 11.7, "homo_energy_ev": -14.910, "total_charge": 1, "lumo_energy_ev": -3.2, "species": ["C", "C", "C", "C", "N", "H", "H", "H", "H", "H", "H", "H", "H", "H", "H", "H", "H", "H", "H", "O"], "positions_angstrom": [[-0.026, 0.643, -1.122], [-0.582, -0.323, 0.065], [-1.495, -1.574, 0.178], [-1.205, 0.735, 1.051], [0.984, 1.544, -0.484], [-0.874, 1.107, -1.702], [0.505, 0.168, -2.027], [0.312, -0.815, 0.518], [-2.499, -1.540, -0.361], [-1.797, -1.771, 1.196], [-0.943, -2.489, -0.074], [-0.868, 1.747, 1.020], [-2.306, 0.638, 0.925], [-0.988, 0.326, 2.046], [0.461, 1.900, 0.386], [1.205, 2.377, -1.044], [1.838, 1.000, -0.211], [3.108, -1.553, 0.456], [2.542, -1.206, -0.860], [2.626, -0.915, 0.044]], "mulliken_charge": [-0.89, 0.66, -1.37, -1.29, -0.18, 0.36, 0.33, 0.17, 0.34, 0.38, 0.38, 0.48, 0.34, 0.34, 0.26, 0.37, 0.35, 0.29, 0.31, -0.63]}

[5]
{"formula": "C6H15N2O3P", "method": "ωB97M-V/def2-TZVPD", "mol_weight_g_mol": 194.17, "gap_ev": [7.2, 7.2], "homo_energy_ev": [-7.123, -7.124], "lumo_energy_ev": [0.1, 0.1], "species": ["C", "C", "C", "C", "C", "C", "N", "N", "O", "O", "O", "P", "H", "H", "H", "H", "H", "H", "H", "H", "H", "H", "H", "H", "H", "H", "H"], "positions_angstrom": [[-0.880, -0.267, 0.527], [0.065, 0.202, -1.205], [0.861, -0.451, 2.130], [-0.679, -2.310, 1.803], [-1.516, 1.881, -1.662], [1.000, 2.372, -1.884], [-0.295, -0.994, 1.453], [-0.084, 1.508, -1.453], [2.178, -0.939, -2.441], [2.988, -0.131, -0.099], [1.367, -2.126, -0.288], [1.722, -0.645, -0.840], [-1.809, -0.782, 0.147], [1.608, -1.196, 2.240], [1.163, 0.569, 1.731], [0.532, -0.104, 3.084], [-0.392, -2.694, 2.814], [-1.737, -2.596, 1.555], [-0.092, -2.863, 1.175], [-1.923, 1.594, -0.717], [-1.576, 2.924, -1.924], [-2.102, 1.226, -2.440], [0.582, 2.728, -2.777], [1.125, 3.189, -1.152], [1.947, 1.989, -2.067], [3.011, -1.421, -2.210], [0.359, -2.171, -0.237]], "mulliken_charge": [-0.39, -0.37, -1.14, -0.82, -0.85, -1.03, 0.04, 0.24, -0.54, -0.69, -0.54, 0.92, 0.14, 0.45, 0.33, 0.40, 0.34, 0.29, 0.45, 0.33, 0.42, 0.23, 0.40, 0.28, 0.43, 0.33, 0.33]}

[6]
{"formula": "C4H7NO2", "method": "ωB97M-V/def2-TZVPD", "mol_weight_g_mol": 101.10, "gap_ev": 8.6, "homo_energy_ev": -7.648, "lumo_energy_ev": 0.9, "species": ["N", "C", "C", "C", "O", "C", "O", "H", "H", "H", "H", "H", "H", "H"], "positions_angstrom": [[-2.570, 0.349, -0.166], [-1.569, -0.665, 0.110], [-0.157, -0.220, -0.012], [0.273, 1.025, 0.003], [1.576, 1.045, 0.068], [2.007, -0.366, -0.028], [0.774, -1.159, -0.067], [-3.262, 0.545, 0.548], [-2.107, 1.231, -0.512], [-1.796, -1.099, 1.085], [-1.667, -1.575, -0.485], [-0.347, 1.916, 0.200], [2.588, -0.670, 0.862], [2.455, -0.527, -0.974]], "mulliken_charge": [-0.54, -0.29, 0.28, -0.09, -0.40, -0.20, -0.44, 0.23, 0.23, 0.23, 0.24, 0.28, 0.23, 0.26]}

[7]
{"formula": "C3H12N4", "method": "ωB97M-V/def2-TZVPD", "mol_weight_g_mol": 104.16, "gap_ev": [8.3, 8.1], "homo_energy_ev": [-7.290, -7.093], "lumo_energy_ev": [1.0, 1.0], "species": ["C", "C", "C", "N", "N", "N", "N", "H", "H", "H", "H", "H", "H", "H", "H", "H", "H", "H", "H"], "positions_angstrom": [[-1.169, 1.885, -1.502], [1.168, -1.924, -0.776], [-0.182, 1.401, -0.384], [0.981, -1.571, 1.618], [-0.937, 0.333, 1.601], [1.148, -1.057, 0.378], [-0.702, 0.262, 0.266], [-1.292, 1.366, -2.346], [-2.187, 2.244, -1.057], [-0.789, 2.796, -1.967], [1.286, -1.207, -1.628], [2.083, -2.624, -0.870], [0.241, -2.349, -0.867], [0.728, 0.989, -0.874], [0.138, 2.133, 0.347], [0.878, -0.760, 2.196], [0.202, -2.318, 1.644], [-1.260, -0.499, 2.052], [-0.336, 0.900, 2.167]], "mulliken_charge": [-1.21, -0.77, -0.16, -0.57, -0.58, -0.12, -0.11, 0.39, 0.25, 0.38, 0.22, 0.27, 0.41, 0.14, 0.42, 0.30, 0.24, 0.27, 0.22]}

[8]
{"formula": "C5H10N3O", "method": "ωB97M-V/def2-TZVPD", "mol_weight_g_mol": 128.16, "gap_ev": 9.9, "homo_energy_ev": -13.730, "total_charge": 1, "lumo_energy_ev": -3.8, "species": ["C", "C", "C", "C", "C", "N", "N", "N", "O", "H", "H", "H", "H", "H", "H", "H", "H", "H", "H"], "positions_angstrom": [[-2.428, -0.583, 0.185], [-0.760, 1.162, 0.066], [-2.113, 0.764, 0.273], [-0.223, -1.143, -0.123], [0.750, -2.273, -0.269], [-1.477, -1.528, 0.046], [0.087, 0.154, -0.218], [-0.287, 2.366, -0.051], [2.786, 0.966, 0.409], [-3.453, -0.960, 0.203], [-2.936, 1.446, 0.620], [3.728, 1.162, 0.297], [0.752, -2.915, 0.534], [1.813, -1.936, -0.513], [0.385, -2.876, -1.111], [1.059, 0.604, -0.300], [-1.003, 3.062, -0.012], [0.626, 2.519, -0.319], [2.692, 0.010, 0.283]], "mulliken_charge": [-0.17, 0.81, -0.64, 0.65, -1.05, -0.48, -0.04, -0.33, -0.68, 0.43, 0.31, 0.34, 0.33, 0.26, 0.30, 0.26, 0.25, 0.16, 0.28]}

[9]
{"formula": "C22H38CdN3O4PS2", "method": "ωB97M-V/def2-TZVPD", "mol_weight_g_mol": 616.08, "gap_ev": [3.9, 4.2], "homo_energy_ev": [0.398, 0.160], "total_charge": -2, "lumo_energy_ev": [4.3, 4.3], "species": ["Cd", "C", "C", "C", "C", "C", "C", "C", "H", "H", "H", "H", "H", "C", "C", "O", "P", "O", "C", "C", "O", "C", "C", "H", "H", "H", "H", "H", "H", "H", "H", "H", "H", "H", "H", "H", "H", "H", "N", "H", "H", "H", "S", "C", "N", "C", "C", "S", "H", "H", "H", "H", "H", "O", "H", "H", "C", "C", "C", "C", "C", "C", "N", "H", "H", "H", "H", "H", "H", "H", "H"], "positions_angstrom": [[0.569, -0.542, 0.074], [2.354, 0.606, -0.202], [2.968, 1.320, -1.196], [3.885, 2.396, -0.867], [4.497, 3.159, -1.835], [4.294, 2.947, -3.204], [3.419, 1.905, -3.555], [2.782, 1.126, -2.623], [4.091, 2.591, 0.181], [5.169, 3.952, -1.514], [4.786, 3.555, -3.954], [3.230, 1.706, -4.607], [2.106, 0.339, -2.937], [-2.820, 4.967, 0.219], [-3.276, 3.943, -0.799], [-3.650, 2.725, -0.158], [-2.541, 1.480, -0.221], [-2.979, 0.766, 1.170], [-2.587, 1.442, 2.383], [-3.819, 1.944, 3.102], [-3.244, 0.444, -1.246], [-4.520, -0.164, -1.043], [-5.563, 0.501, -1.919], [-2.635, 5.928, -0.269], [-1.891, 4.644, 0.694], [-3.588, 5.105, 0.983], [-2.482, 3.759, -1.531], [-4.154, 4.295, -1.348], [-1.915, 2.275, 2.144], [-2.032, 0.729, 2.986], [-4.361, 2.664, 2.488], [-3.528, 2.418, 4.042], [-4.483, 1.108, 3.332], [-4.798, -0.107, 0.010], [-4.400, -1.217, -1.306], [-5.681, 1.548, -1.638], [-6.526, -0.004, -1.809], [-5.264, 0.454, -2.967], [0.408, 3.501, 0.511], [0.238, 2.647, 1.036], [1.407, 3.658, 0.624], [0.328, 3.187, -0.454], [1.519, -5.493, 2.269], [2.194, -4.035, 2.692], [2.357, -2.970, 1.922], [3.074, -1.824, 2.477], [2.832, -1.899, 3.972], [2.808, -3.692, 4.310], [1.861, -2.893, 1.042], [2.715, -0.909, 2.008], [4.141, -1.932, 2.254], [1.867, -1.477, 4.249], [3.629, -1.424, 4.542], [-2.063, -3.352, -1.039], [-2.098, -2.718, -0.310], [-1.111, -3.367, -1.205], [-1.421, -2.400, 2.379], [-0.704, -1.305, 3.101], [-0.837, -0.958, 4.435], [-0.012, 0.178, 4.633], [0.575, 0.453, 3.406], [1.601, 1.502, 3.104], [0.153, -0.452, 2.465], [-1.934, -3.049, 3.091], [-0.744, -3.028, 1.790], [-2.175, -1.990, 1.697], [-1.448, -1.469, 5.168], [0.159, 0.716, 5.556], [2.463, 1.419, 3.776], [1.204, 2.516, 3.221], [1.969, 1.394, 2.079]], "mulliken_charge": [-0.07, -0.87, 0.89, -0.65, -0.24, -0.65, -0.14, -0.80, 0.33, 0.29, 0.33, 0.30, 0.29, -1.04, -0.41, -0.36, 0.36, -0.19, 1.27, -1.69, -0.36, -0.04, -1.24, 0.40, 0.18, 0.27, 0.42, 0.29, -0.04, -0.43, 0.34, 0.40, 0.35, 0.19, 0.35, 0.23, 0.39, 0.30, -0.66, -0.05, 0.33, 0.24, -0.39, 0.17, 0.01, -0.11, -0.07, -0.25, 0.12, -0.24, 0.38, -0.06, 0.45, -0.70, 0.25, 0.35, -0.96, 0.01, -0.70, -1.05, -0.46, -1.09, 2.04, 0.38, 0.12, -0.21, 0.39, 0.38, 0.28, 0.42, -0.25]}

We obtain calculated total energy values of -9441.262 -14623.029 -26924.272 -7904.940 -24872.774 -9844.270 -9260.643 -11858.780 -71613.081 eV for the records listed above, in that order.
We obtain relative energy (zero: lowest compared OMol25 entry of this formula, charge and spin) values of 171.9 0.0 133.1 194.3 242.8 290.4 546.3 0.0 186.9 kJ/mol for the records listed above, in that order.